{"formula": "C27H41Cl2GdN4O4", "method": "ωB97M-V with the def2-TZVPD basis set", "species": ["O", "C", "C", "C", "H", "C", "H", "C", "H", "C", "H", "C", "H", "H", "C", "C", "H", "H", "H", "C", "C", "H", "H", "H", "H", "Gd", "Cl", "Cl", "H", "H", "C", "C", "N", "H", "C", "O", "H", "H", "H", "H", "H", "H", "C", "C", "N", "H", "C", "O", "H", "H", "H", "H", "C", "C", "N", "C", "C", "C", "O", "C", "C", "C", "C", "N", "C", "H", "H", "H", "H", "H", "H", "H", "H", "H", "H", "H", "H", "H", "H"], "xyz": [[-0.88671, 0.44538, -2.70279], [-1.52984, 1.21833, -3.42641], [-1.06351, 1.73527, -4.70603], [0.14929, 2.45823, -4.80839], [0.68733, 2.71653, -3.89911], [0.63082, 2.79967, -6.07087], [1.58591, 3.31334, -6.18432], [-0.07471, 2.40638, -7.21177], [0.30584, 2.58208, -8.22097], [-1.32880, 1.79446, -7.11005], [-1.93204, 1.55735, -8.00548], [-1.84512, 1.45203, -5.85577], [-2.80956, 0.93784, -5.71045], [-2.74364, 1.29984, -3.20741], [-3.80621, 3.36529, -2.38595], [-3.23009, 2.02007, -2.12687], [-4.34132, 3.75227, -1.51004], [-4.49369, 3.41559, -3.23585], [-2.99298, 4.07257, -2.62050], [-3.12270, 1.29165, -1.02920], [-3.75242, 1.25987, 0.31798], [-2.41571, 0.46236, -1.09845], [-4.51857, 2.02276, 0.44407], [-2.94333, 1.38231, 1.04532], [-4.16915, 0.26350, 0.52559], [0.59328, -0.95854, -1.75324], [1.43268, 1.25089, -0.79250], [0.17048, -2.06916, -4.04985], [4.40676, 0.86298, -4.25810], [5.83169, 1.33675, -2.41554], [3.62571, 0.47584, -3.59494], [5.13561, 0.90585, -1.68494], [4.30558, -0.05675, -2.39709], [3.07703, -0.32606, -4.09428], [3.84680, -1.10592, -1.70955], [2.74212, -1.67314, -1.94234], [5.68551, 0.36707, -0.90051], [4.49626, -1.45724, -0.89547], [2.93602, 1.30583, -3.35821], [4.52579, 1.70538, -1.21149], [-1.76541, -5.78103, 0.90204], [-1.20789, -6.91041, -1.39992], [-2.05046, -4.88049, 0.34582], [-1.57058, -5.97992, -1.83820], [-1.32673, -4.87012, -0.92850], [-1.80206, -4.00319, 0.94089], [-0.57204, -3.85968, -1.33590], [-0.65016, -2.68332, -0.85509], [-1.02921, -5.78743, -2.76245], [0.15984, -4.07630, -2.13766], [-3.13583, -4.92017, 0.17823], [-2.63532, -6.08048, -2.05745], [1.97938, 2.96177, 6.58521], [0.77412, 2.10616, 6.92495], [0.66312, 0.96170, 5.99468], [0.05435, -0.26894, 6.55771], [-1.37108, -0.54091, 6.10309], [0.46556, 1.27045, 4.64676], [0.24275, 2.41019, 4.25228], [0.62907, 0.13610, 3.66296], [1.48899, -0.94204, 3.93917], [1.59064, -1.95919, 2.99965], [0.92606, -1.79957, 1.76565], [0.18803, -0.73247, 1.46382], [0.01944, 0.22000, 2.39501], [2.86109, 2.32025, 6.50565], [2.15472, 3.68889, 7.37995], [1.81436, 3.48832, 5.64392], [0.87729, 1.68551, 7.93385], [-0.15929, 2.69428, 6.86656], [0.69009, -1.12819, 6.30859], [0.06107, -0.14500, 7.64635], [-1.43321, -0.91691, 5.07135], [-1.80602, -1.30823, 6.75659], [-1.98919, 0.36407, 6.19122], [2.07533, -0.99272, 4.86130], [2.18895, -2.84332, 3.19464], [1.00921, -2.57925, 1.00261], [-0.57938, 1.09289, 2.14646]], "total_energy_ha": -3259.41156, "spin_multiplicity": 8, "s2": 16.730, "gap_ev": [3.86, 5.68]}


{"formula": "C27H41CoNP2", "method": "ωB97M-V with the def2-TZVPD basis set", "species": ["P", "P", "C", "C", "H", "H", "H", "H", "C", "H", "H", "H", "C", "H", "H", "H", "C", "H", "H", "H", "C", "H", "H", "H", "Co", "C", "C", "C", "C", "C", "C", "C", "C", "C", "H", "H", "H", "H", "H", "H", "H", "H", "H", "H", "H", "H", "H", "H", "H", "C", "C", "C", "C", "C", "C", "N", "C", "C", "C", "C", "C", "C", "H", "H", "H", "H", "H", "H", "H", "H", "H", "H"], "xyz": [[0.30154, -2.15138, -0.05909], [0.12265, 1.03460, -0.05259], [0.02699, -1.29278, -1.65727], [0.48112, 0.16635, -1.62958], [-1.03426, -1.38771, -1.93504], [0.59328, -1.83367, -2.41966], [1.56072, 0.25386, -1.83922], [-0.03711, 0.71934, -2.41665], [-1.59974, 1.59992, -0.13934], [-1.78366, 2.30961, 0.67942], [-2.26968, 0.73459, -0.01125], [-1.81199, 2.08640, -1.10108], [1.27710, 2.40362, 0.15561], [1.34057, 3.03061, -0.74562], [2.27156, 1.98866, 0.38049], [0.96090, 3.01647, 1.01059], [-0.88351, -3.53197, 0.00721], [-0.70451, -4.10063, 0.92682], [-0.78958, -4.20001, -0.86018], [-1.89802, -3.11399, 0.03862], [2.03288, -2.73815, -0.17348], [2.70849, -1.87377, -0.10245], [2.21978, -3.26537, -1.11919], [2.23751, -3.41464, 0.66542], [0.07496, -0.57199, 1.39978], [0.71197, 0.95597, -4.68339], [-0.62658, 1.01103, -4.53173], [-1.58715, 0.28997, -5.42639], [-1.19848, -1.15864, -5.85718], [-0.52064, -1.98316, -4.79914], [0.80406, -2.05350, -4.64110], [1.78679, -1.26493, -5.45499], [1.40118, 0.21128, -5.78517], [0.51728, -2.14522, 2.58005], [1.38297, 1.52325, -4.03936], [-1.08948, 1.70836, -3.82832], [-1.76509, 0.88328, -6.34441], [-2.56257, 0.23403, -4.91924], [-2.13797, -1.67065, -6.13357], [-0.59352, -1.11465, -6.77384], [-1.20411, -2.59790, -4.20673], [1.25767, -2.81770, -3.99640], [1.98926, -1.78673, -6.41103], [2.75057, -1.24648, -4.92229], [2.34464, 0.74341, -6.00550], [0.81363, 0.23451, -6.71274], [1.32697, -1.68472, 3.17277], [0.82908, -3.14637, 2.23348], [-0.39618, -2.23524, 3.19468], [0.37494, 4.62947, 3.56508], [-0.88572, 4.12947, 3.21510], [-1.06312, 2.75969, 3.05317], [0.03189, 1.87967, 3.20961], [1.30027, 2.39337, 3.56677], [1.46420, 3.76400, 3.75189], [-0.19482, 0.50349, 3.12821], [-0.59778, 0.01125, 4.37634], [0.29456, 0.03216, 5.48080], [-0.12112, -0.42179, 6.72814], [-1.44474, -0.84679, 6.91111], [-2.33007, -0.88952, 5.82479], [-1.91366, -0.48208, 4.56023], [0.51475, 5.70210, 3.70719], [-1.73641, 4.80110, 3.08485], [-2.05002, 2.32423, 2.86598], [2.10886, 1.68003, 3.74278], [2.43894, 4.14694, 4.05980], [1.30318, 0.42271, 5.32564], [0.59466, -0.41697, 7.56036], [-1.77511, -1.15871, 7.90225], [-3.35992, -1.23652, 5.96598], [-2.58606, -0.48447, 3.70318]], "total_energy_ha": -3173.46274, "spin_multiplicity": 4, "s2": 3.773, "gap_ev": [5.19, 7.04]}


{"formula": "C27H41CuN7OSTe", "method": "ωB97M-V with the def2-TZVPD basis set", "species": ["Cu", "C", "C", "C", "C", "C", "C", "Te", "C", "C", "C", "H", "H", "H", "H", "H", "H", "H", "H", "H", "H", "H", "C", "N", "C", "S", "N", "C", "H", "H", "H", "H", "H", "H", "H", "H", "N", "C", "C", "N", "H", "H", "H", "H", "H", "H", "H", "H", "H", "C", "C", "C", "C", "C", "N", "C", "O", "N", "C", "C", "C", "C", "N", "C", "C", "C", "H", "H", "H", "H", "H", "H", "H", "H", "H", "H", "H", "H", "H"], "xyz": [[0.46382, 1.01832, -0.67158], [7.51823, 1.22004, 2.65511], [6.09218, 1.61726, 2.23358], [4.99186, 1.61457, 3.10965], [3.67417, 1.83360, 2.73980], [2.55430, 1.62627, 3.77184], [3.38370, 2.14024, 1.41208], [1.43200, 2.82969, 0.82407], [4.43481, 2.20428, 0.45281], [4.18754, 2.60763, -0.97541], [5.75889, 2.01815, 0.92471], [7.70936, 0.15061, 2.42149], [7.66726, 1.40007, 3.70497], [8.27127, 1.87753, 2.12035], [5.12420, 1.39307, 4.16450], [3.08149, 1.53918, 4.73704], [1.86491, 0.81885, 3.53653], [1.95570, 2.54545, 3.83355], [3.25122, 2.23667, -1.41944], [5.06375, 2.29025, -1.63304], [4.05907, 3.72230, -1.07058], [6.52611, 2.09632, 0.16323], [-1.39207, 1.75284, -4.50568], [-0.39061, 0.73932, -4.71188], [0.67361, 0.49085, -3.91232], [1.03281, 1.66126, -2.67706], [1.44585, -0.54065, -4.21527], [1.00240, -1.70868, -4.96806], [-1.54834, 2.31815, -5.45026], [-1.11491, 2.47446, -3.69097], [-2.31343, 1.21414, -4.17234], [-0.44062, 0.22329, -5.60021], [2.30339, -0.57102, -3.66689], [0.92267, -1.50995, -6.03748], [-0.00289, -1.96673, -4.65440], [1.73367, -2.49685, -4.83841], [-4.35172, 6.64439, 0.73527], [-3.95633, 5.34475, 0.07475], [-3.97958, 4.26450, 1.11757], [-3.36320, 2.96572, 0.82662], [-4.30358, 7.46028, 0.10415], [-3.64285, 6.90771, 1.42124], [-5.28029, 6.59456, 1.23917], [-2.96522, 5.53537, -0.32713], [-4.63443, 5.20004, -0.78642], [-5.02040, 4.07810, 1.39712], [-3.51121, 4.58137, 2.08457], [-2.35128, 3.06366, 0.86352], [-3.64562, 2.65273, -0.09098], [-0.30808, -7.42289, -0.06417], [-1.25361, -6.24931, -0.08543], [-2.02086, -5.98966, 1.03970], [-2.82164, -4.84201, 1.15519], [-2.92787, -3.95060, 0.08654], [-3.95347, -2.95852, -0.00046], [-4.21928, -1.90159, 0.85630], [-5.30115, -1.28280, 0.76692], [-3.22854, -1.50072, 1.74187], [-1.87755, -1.46705, 1.42967], [-0.94762, -2.28024, 2.10164], [0.38183, -2.27843, 1.75773], [0.83412, -1.25674, 0.94035], [-0.05707, -0.47577, 0.31384], [-1.36880, -0.50410, 0.54434], [-2.17313, -4.18725, -1.07357], [-1.39475, -5.36127, -1.18152], [-0.21885, -7.76584, 1.00749], [0.72662, -7.15576, -0.34997], [-0.70070, -8.25131, -0.77250], [-1.87674, -6.65467, 1.89195], [-3.42191, -4.64308, 2.06928], [-4.70741, -3.08908, -0.66949], [-3.51435, -0.75135, 2.37275], [-1.33668, -2.99705, 2.82050], [1.07540, -3.05986, 2.05068], [1.91170, -1.02469, 0.77169], [-2.04472, 0.14572, -0.03999], [-2.27958, -3.48187, -1.91919], [-0.94697, -5.53617, -2.15563]], "total_energy_ha": -3818.40981, "spin_multiplicity": 1, "charge": 1, "gap_ev": 4.24}


What is the formula in the third record? C27H41CuN7OSTe